A 4-piece molecular cluster, C25H62N10O6P4 overall in a non-equilibrium geometry. Source: OMol25; level of theory: wB97M-V/def2-TZVPD.

E_HOMO = -7.7 eV
SMILES string = NCC1=C([PH2]=O)C(=O)C=CC1=O.CN(C)P(=O)(N(C)C)N(C)C.CN(C)P(=O)(N(C)C)N(C)C.CN(C)P(=O)(N(C)C)N(C)C
orbital gap = 6.300 eV

Atoms and positions in Å:
1 N -1.2398 1.7106 -0.2782
2 C -0.3363 0.6867 -0.8572
3 C 0.5688 -0.0784 0.2010
4 C 0.1334 -1.2949 0.7621
5 P -1.5078 -2.1443 0.4239
6 O -1.4374 -3.2612 -0.6371
7 C 1.1393 -2.0042 1.7760
8 O 1.3344 -3.2266 1.7566
9 C 1.9104 -1.0296 2.7763
10 C 2.3507 0.1910 2.2063
11 C 1.9990 0.4806 0.6708
12 O 2.7647 1.1120 -0.0702
13 H -0.9345 1.9803 0.6618
14 H -2.2189 1.4046 -0.2510
15 H -0.9889 -0.0847 -1.3814
16 H 0.3746 1.1384 -1.6315
17 H -2.4335 -1.1038 0.0479
18 H -1.9666 -2.7807 1.6398
19 H 2.1004 -1.2748 3.8616
20 H 2.9381 0.9657 2.7932
21 C 3.3859 -5.6535 2.1493
22 N 4.3369 -6.5344 1.4952
23 C 4.7908 -5.9164 0.2499
24 P 5.5956 -7.3591 2.3281
25 O 6.3990 -6.0837 2.6409
26 N 5.2593 -7.7232 3.9702
27 C 3.9997 -7.5240 4.6461
28 C 6.3603 -7.5055 4.9078
29 N 4.7691 -8.8712 1.9398
30 C 3.5053 -9.0673 1.2551
31 C 5.3306 -10.1076 2.4685
32 H 2.6889 -5.2205 1.4272
33 H 3.8737 -4.8366 2.6914
34 H 2.7400 -6.2048 2.8307
35 H 5.3684 -6.6379 -0.3419
36 H 5.4226 -5.0416 0.4336
37 H 3.9454 -5.6089 -0.3730
38 H 3.8029 -6.4641 4.8401
39 H 3.9857 -8.0423 5.6111
40 H 3.1681 -7.9567 4.0843
41 H 6.4178 -6.4572 5.2246
42 H 7.3155 -7.7796 4.4553
43 H 6.2473 -8.1317 5.7984
44 H 2.6631 -8.7210 1.8607
45 H 3.3259 -10.1244 1.0313
46 H 3.4845 -8.5629 0.2883
47 H 4.7421 -10.4712 3.3169
48 H 6.3583 -9.9608 2.8066
49 H 5.3655 -10.8896 1.7035
50 C -5.5004 3.7421 -1.0018
51 N -5.3268 2.7995 -2.0914
52 C -3.9436 2.8481 -2.5596
53 P -5.9645 1.2024 -2.0776
54 O -5.0164 0.6981 -0.9710
55 N -7.3909 1.0008 -1.1489
56 C -8.1498 2.0521 -0.5142
57 C -7.4521 -0.2117 -0.3330
58 N -7.0281 1.6877 -3.4008
59 C -7.1745 2.9919 -4.0188
60 C -7.9975 0.7133 -3.8856
61 H -4.9913 4.6870 -1.2158
62 H -5.1265 3.3565 -0.0475
63 H -6.5442 4.0307 -0.8908
64 H -3.8380 2.2772 -3.4910
65 H -3.2519 2.4319 -1.8236
66 H -3.6322 3.8722 -2.7872
67 H -7.6343 2.4554 0.3640
68 H -9.1265 1.6850 -0.1813
69 H -8.3785 2.8616 -1.2119
70 H -6.9317 -0.0799 0.6232
71 H -6.9983 -1.0555 -0.8568
72 H -8.4890 -0.4949 -0.1277
73 H -7.6379 3.7093 -3.3357
74 H -7.8050 2.9476 -4.9132
75 H -6.2182 3.3883 -4.3625
76 H -9.0028 0.9513 -3.5241
77 H -7.7457 -0.2943 -3.5491
78 H -8.0159 0.6784 -4.9793
79 C 2.4720 6.9467 0.8777
80 N 2.3956 5.6135 0.3108
81 C 2.5859 4.6250 1.3715
82 P 1.2070 5.1372 -0.8393
83 O 0.0415 5.2133 0.1638
84 N 0.6241 6.4073 -1.8330
85 C 1.1310 7.7580 -1.8743
86 C -0.8189 6.4158 -2.0709
87 N 2.5177 4.9695 -2.0098
88 C 3.9294 5.2571 -1.8424
89 C 2.1643 4.6187 -3.3791
90 H 3.2891 7.0185 1.6024
91 H 1.5427 7.2476 1.3730
92 H 2.7331 7.6841 0.1205
93 H 2.7081 3.6244 0.9381
94 H 1.7366 4.5974 2.0626
95 H 3.4946 4.8280 1.9467
96 H 0.8512 8.3274 -0.9813
97 H 0.7397 8.2977 -2.7434
98 H 2.2167 7.7772 -1.9989
99 H -1.3593 6.9031 -1.2505
100 H -1.2009 5.3979 -2.1761
101 H -1.0602 6.9363 -3.0031
102 H 4.1104 6.3310 -1.7401
103 H 4.5170 4.9133 -2.7002
104 H 4.3504 4.7374 -0.9808
105 H 2.2297 5.4931 -4.0344
106 H 1.1464 4.2277 -3.4356
107 H 2.8190 3.8346 -3.7720

Cartesian forces (eV/Å) of the 3 atoms listed first:
0.5 -0.5 0.2
0.6 -0.6 -0.3
-0.9 -1.8 0.8